No. 1
Entry from OMol25: a structure of composition C13H32B2F6IInN7O2P in a non-equilibrium geometry (ωB97M-V/def2-TZVPD).

## Properties
charge = +2
molecular weight = 726.75 g/mol
ΔE to the lowest compared entry with this formula, charge and spin = 37.3 kJ/mol
strongest force on any atom = 1.2 eV Å⁻¹
DFT total energy = -2526.4086 Ha
LUMO level = -0.212 Eh

CARTESIAN COORDINATES (ANGSTROEM)
In -0.787 -0.761 0.216
N -2.559 0.647 -0.254
C -2.262 2.052 0.065
C -1.802 2.121 1.500
N -0.537 1.371 1.694
C 0.604 2.227 1.307
C 1.833 1.486 0.783
N 1.821 1.326 -0.709
C -0.466 1.015 3.135
C 0.794 0.323 3.607
N 0.978 -0.976 2.955
H -2.823 0.556 -1.229
H -3.359 0.322 0.292
H -3.132 2.692 -0.086
H -1.490 2.401 -0.621
H -2.562 1.675 2.144
H -1.685 3.162 1.822
H 0.908 2.835 2.166
H 0.273 2.935 0.544
H 1.918 0.491 1.220
H 2.729 2.060 1.016
H 2.601 0.746 -1.013
H 0.968 0.873 -1.113
H -1.324 0.378 3.350
H -0.587 1.932 3.727
H 0.704 0.248 4.695
H 1.679 0.939 3.423
H 0.173 -1.566 3.153
H 1.778 -1.447 3.365
F -4.486 -1.113 1.141
B -3.411 -1.967 1.185
F -3.651 -3.190 1.728
F -2.843 -2.097 -0.136
F -2.334 -1.285 1.931
N -2.558 0.486 -4.895
C -1.056 0.571 -4.877
P -0.668 1.472 -3.295
O -1.887 2.328 -3.125
O -0.331 0.474 -2.210
C 0.781 2.495 -3.704
N 1.046 3.419 -2.587
H -2.944 0.399 -5.834
H -2.878 1.364 -4.427
H -2.899 -0.299 -4.340
H -0.773 1.190 -5.727
H -0.625 -0.421 -4.980
H 0.581 3.005 -4.652
H 1.647 1.846 -3.855
H 0.207 3.961 -2.397
H 1.755 4.091 -2.862
H 1.846 2.235 -1.213
I -0.906 -4.350 1.377
C 1.129 -4.075 1.529
C 1.815 -4.795 2.500
C 3.165 -4.590 2.696
C 3.829 -3.646 1.920
C 3.117 -2.961 0.975
N 1.788 -3.168 0.768
H 1.270 -5.515 3.092
H 3.697 -5.161 3.446
H 4.886 -3.454 2.035
H 3.579 -2.232 0.330
F 2.040 -1.489 -0.941
B 1.177 -2.417 -0.442
F 0.506 -3.175 -1.307

Forces on the atoms, in the same order (eV/Å):
In 0.0 -0.3 0.1
N 0.0 0.0 0.0
C 0.0 0.1 -0.1
C 0.0 0.0 0.0
N 0.1 -0.1 0.0
C 0.0 0.0 -0.1
C 0.0 0.0 -0.1
N 0.1 0.0 0.0
C 0.0 0.1 0.1
C 0.0 0.0 0.1
N 0.0 0.0 0.0
H 0.1 0.0 0.0
H 0.0 0.0 0.0
H 0.0 0.0 0.0
H -0.1 0.0 0.0
H 0.0 0.0 0.0
H 0.0 0.0 0.0
H 0.0 0.0 0.0
H 0.0 0.0 0.0
H 0.0 0.0 0.0
H 0.0 0.0 0.0
H 0.0 0.0 0.0
H -0.1 -0.1 0.0
H 0.0 0.0 0.0
H 0.0 0.0 0.0
H 0.0 0.0 0.0
H 0.0 0.0 0.0
H 0.0 0.0 0.0
H 0.0 0.0 0.0
F 0.1 0.0 0.0
B -0.1 0.0 0.0
F 0.0 0.0 0.0
F 0.0 0.0 0.0
F 0.1 0.1 0.0
N 0.0 0.1 0.0
C 0.0 0.0 0.0
P -0.1 0.0 -0.1
O 0.0 -0.1 0.0
O 0.2 0.0 0.1
C 0.0 0.0 0.0
N 0.0 0.0 0.0
H 0.0 0.0 0.0
H 0.0 0.0 0.0
H 0.0 0.0 0.0
H 0.1 0.0 0.0
H 0.0 0.0 0.1
H 0.0 0.0 0.0
H 0.0 0.0 0.0
H 0.0 0.0 0.0
H 0.0 0.0 0.0
H -0.1 0.1 0.0
I 0.0 0.0 0.0
C 0.1 0.0 0.0
C 0.0 0.0 0.0
C 0.0 0.0 0.0
C 0.0 0.0 0.0
C -0.1 0.0 0.0
N 0.2 -0.2 0.0
H 0.0 0.0 0.0
H 0.0 0.0 0.0
H 0.0 0.0 0.0
H 0.0 0.0 0.0
F 0.3 0.0 -0.2
B -0.9 0.8 0.2
F 0.2 -0.3 -0.2

***

No. 2
Entry from OMol25: a cluster of 3 separate species, C13H32BNO8S in total (ωB97M-V/def2-TZVPD).

## Properties
charge = 0
SMILES = COB(O)NC(=O)OCCCS.COCCOC.COCCOC
molecular weight = 373.28 g/mol
strongest force on any atom = 1.0 eV Å⁻¹
DFT total energy = -1594.2634 Ha
LUMO level = 0.018 Eh

CARTESIAN COORDINATES (ANGSTROEM)
C -6.032 4.152 1.903
O -5.185 5.008 1.136
B -4.688 4.540 -0.031
O -3.838 5.377 -0.744
N -5.048 3.205 -0.576
C -3.984 2.290 -0.703
O -3.350 2.111 -1.719
O -3.821 1.593 0.438
C -2.489 1.150 0.724
C -1.947 1.837 1.961
C -1.796 3.348 1.778
S -0.448 4.049 2.777
H -6.366 4.720 2.766
H -6.907 3.839 1.345
H -5.504 3.275 2.265
H -3.036 5.506 -0.235
H -5.338 3.359 -1.538
H -2.544 0.087 0.949
H -1.807 1.271 -0.111
H -0.959 1.417 2.131
H -2.604 1.613 2.797
H -1.555 3.587 0.744
H -2.715 3.861 2.046
H -0.992 3.857 3.984
C -1.262 -4.979 -1.222
O -0.298 -4.236 -1.944
C -0.551 -2.840 -1.948
C 0.339 -2.108 -0.970
O 0.030 -2.449 0.374
C 0.956 -3.363 0.937
H -0.885 -5.996 -1.123
H -1.427 -4.564 -0.225
H -2.213 -5.009 -1.764
H -1.604 -2.636 -1.728
H -0.340 -2.475 -2.958
H 0.172 -1.031 -1.079
H 1.393 -2.308 -1.184
H 1.915 -2.871 1.126
H 1.114 -4.226 0.286
H 0.542 -3.706 1.884
C 7.033 -2.145 -0.311
O 6.655 -1.330 -1.405
C 5.507 -1.802 -2.089
C 4.271 -1.018 -1.713
O 3.905 -1.232 -0.358
C 4.274 -0.162 0.494
H 7.796 -1.608 0.250
H 6.187 -2.351 0.349
H 7.457 -3.091 -0.663
H 5.351 -2.867 -1.894
H 5.691 -1.677 -3.161
H 3.436 -1.358 -2.335
H 4.424 0.048 -1.907
H 3.640 0.713 0.312
H 5.322 0.115 0.361
H 4.123 -0.493 1.520

Forces on the atoms, in the same order (eV/Å):
C -0.2 0.2 0.5
O 0.0 -0.6 0.0
B 0.2 0.5 0.1
O -0.2 -0.8 0.1
N 0.0 -0.3 -0.5
C -0.1 -0.1 -0.7
O -0.3 0.0 0.7
O 0.4 0.8 0.1
C 0.2 -0.8 0.6
C -0.1 0.3 -0.6
C -0.1 -0.2 0.5
S 0.1 0.2 -0.2
H 0.0 0.1 0.1
H 0.0 -0.1 -0.2
H 0.1 -0.1 -0.1
H 0.2 0.6 0.0
H 0.0 0.1 -0.1
H -0.1 -0.2 -0.2
H -0.2 0.2 -0.3
H 0.0 -0.2 0.2
H 0.1 0.0 0.3
H 0.1 0.0 -0.1
H -0.1 0.1 -0.1
H -0.1 -0.1 0.0
C 0.0 0.0 0.0
O 0.0 0.0 0.1
C 0.2 -0.1 -0.2
C -0.2 0.2 0.1
O 0.1 -0.1 0.0
C 0.0 0.1 0.1
H 0.0 0.0 0.0
H 0.0 0.0 0.0
H 0.0 0.0 0.0
H 0.0 0.0 0.0
H 0.0 0.0 0.0
H 0.0 0.0 0.0
H 0.0 0.0 0.0
H 0.0 0.0 -0.1
H 0.0 0.0 0.0
H 0.0 0.0 0.0
C 0.0 0.0 0.0
O 0.0 0.0 0.1
C 0.2 0.2 -0.1
C -0.2 -0.2 0.0
O 0.1 0.1 0.0
C -0.1 0.0 0.0
H 0.0 0.0 0.0
H 0.0 0.0 0.0
H 0.0 0.0 0.0
H 0.0 0.0 0.0
H 0.0 0.0 0.0
H 0.0 0.0 0.0
H 0.0 0.0 0.0
H 0.0 0.0 0.0
H 0.0 0.0 0.0
H 0.0 0.0 0.0

***

No. 3
Entry from OMol25: a cluster of 7 separate species, C13H32Br2F3O8S in total in a non-equilibrium geometry (ωB97M-V/def2-TZVPD).

## Properties
charge = -1
molecular weight = 565.26 g/mol
strongest force on any atom = 3.5 eV Å⁻¹
DFT total energy = -6962.2322 Ha
LUMO level = 0.086 Eh

CARTESIAN COORDINATES (ANGSTROEM)
O -0.188 -0.971 0.347
H -0.845 -0.405 -0.066
H 0.523 -0.462 0.742
H 0.176 -1.462 -0.394
O 2.281 0.664 -1.976
H 2.091 -0.258 -2.161
H 1.543 1.219 -2.237
H 2.336 0.705 -1.019
C 1.625 -3.788 -0.616
C 2.189 -2.867 -1.687
C 2.655 -3.668 -2.922
O 1.275 -1.852 -1.943
H 0.854 -4.395 -1.090
H 1.339 -3.284 0.307
H 2.433 -4.413 -0.235
H 3.096 -2.473 -1.229
H 3.252 -4.464 -2.476
H 3.295 -3.039 -3.540
H 1.879 -4.185 -3.486
C 1.993 -0.089 2.953
C 2.769 0.554 1.772
C 4.000 -0.366 1.419
O 1.946 0.895 0.675
H 2.549 -0.086 3.891
H 1.786 -1.152 2.831
H 1.024 0.362 3.164
H 3.073 1.516 2.182
H 4.550 0.126 0.617
H 3.625 -1.357 1.164
H 4.689 -0.521 2.249
C -2.400 3.053 -2.335
F -2.878 2.344 -3.374
F -1.894 4.178 -2.783
F -3.339 3.335 -1.434
S -0.961 2.023 -1.475
O -1.486 0.702 -1.100
O 0.155 1.857 -2.413
O -0.654 2.859 -0.316
C -2.828 4.192 2.278
C -3.023 2.811 2.801
C -1.614 2.207 2.873
O -0.744 3.345 2.677
C -1.446 4.570 2.710
H -3.594 4.908 2.579
H -2.863 4.210 1.189
H -3.763 2.181 2.308
H -3.370 2.889 3.831
H -1.493 1.446 2.102
H -1.420 1.801 3.866
H -1.080 5.405 2.113
H -1.426 4.862 3.760
Br -1.927 -3.875 0.052
C -1.994 -3.125 -1.797
C -3.385 -3.261 -2.399
Br -3.450 -2.867 -4.385
H -1.316 -3.683 -2.441
H -1.686 -2.080 -1.771
H -4.091 -2.524 -2.015
H -3.843 -4.248 -2.335

Forces on the atoms, in the same order (eV/Å):
O -1.3 -1.8 1.4
H -1.0 1.8 -0.7
H 2.1 2.0 0.4
H 1.8 -1.2 -2.1
O 2.5 0.6 -1.4
H -1.2 -2.8 -0.4
H -1.7 0.9 -0.4
H 0.0 0.4 3.5
C 0.9 -0.6 -0.1
C -1.0 0.6 0.2
C 0.3 -0.1 1.1
O 0.0 0.7 0.1
H -0.3 -0.1 0.5
H -0.6 0.3 -0.3
H 0.1 -0.6 -0.2
H 0.7 0.4 0.0
H 0.5 -0.2 -0.3
H -0.2 -0.1 -0.2
H -0.3 0.4 -0.1
C -0.1 -0.5 0.0
C -0.7 0.1 -0.2
C -0.9 1.0 0.3
O 0.2 -2.0 0.0
H 0.3 0.4 0.1
H 0.0 -0.3 -0.5
H 0.0 0.4 -0.2
H 0.8 0.2 0.2
H 0.0 -0.4 -0.2
H 0.0 0.0 -0.5
H 0.0 0.2 0.3
C 1.8 -2.0 0.5
F -0.4 0.4 0.5
F 0.1 0.6 -0.3
F -0.1 -0.3 -0.5
S 1.1 0.6 2.2
O -1.0 0.4 -0.5
O -1.4 1.0 -0.6
O -0.7 -0.5 -1.5
C -0.9 0.9 -1.3
C -0.5 -0.8 1.4
C -0.3 1.4 -0.4
O 1.1 -0.7 -0.6
C -0.6 -0.7 1.0
H -0.1 0.0 0.3
H 0.1 -0.2 -0.2
H 0.2 0.1 -0.4
H -0.2 0.1 0.2
H 0.6 0.2 -0.1
H 0.1 -0.2 0.0
H 0.7 -0.5 -0.2
H -0.2 0.6 0.3
Br -0.3 0.3 -1.0
C -0.3 -0.3 -0.7
C -0.7 0.4 -0.2
Br 0.4 -0.2 1.0
H 0.3 0.0 0.5
H 0.1 -0.2 0.1
H 0.2 -0.1 0.1
H 0.4 0.1 0.1

***

No. 4
Entry from OMol25: a cluster of 5 separate species, C13H32ClFNO14S4 in total (ωB97M-V/def2-TZVPD).

## Properties
charge = -1
molecular weight = 609.11 g/mol
strongest force on any atom = 1.0 eV Å⁻¹
DFT total energy = -3775.3254 Ha
LUMO level = 0.059 Eh

CARTESIAN COORDINATES (ANGSTROEM)
O 4.498 -1.026 -2.950
N 3.510 -1.658 -2.994
O 2.788 -1.347 -4.144
C 1.375 -1.053 -3.919
F 1.480 -0.010 -2.960
Cl 0.705 -2.446 -2.854
O 4.868 5.104 -6.152
S 5.430 3.876 -6.624
O 4.655 3.011 -7.449
O 6.034 3.083 -5.405
C 5.168 2.788 -4.268
C 4.181 1.672 -4.522
C 6.959 4.203 -7.432
H 4.673 3.709 -3.960
H 5.858 2.504 -3.477
H 3.441 1.948 -5.272
H 3.651 1.431 -3.603
H 4.687 0.777 -4.871
H 7.562 4.848 -6.800
H 6.718 4.700 -8.369
H 7.458 3.258 -7.624
O -2.108 -1.594 -1.007
S -1.883 -0.404 -0.262
O -0.781 -0.319 0.644
O -3.232 -0.014 0.497
C -3.822 -1.025 1.342
C -3.073 -1.228 2.642
C -1.811 0.967 -1.355
H -3.905 -1.957 0.780
H -4.830 -0.670 1.544
H -2.077 -1.634 2.471
H -3.623 -1.921 3.276
H -2.957 -0.281 3.168
H -2.651 0.913 -2.041
H -0.868 0.872 -1.896
H -1.830 1.883 -0.772
O -6.235 -1.629 3.797
S -7.565 -1.362 4.245
O -8.169 -0.100 3.966
O -7.638 -1.654 5.802
C -6.670 -0.989 6.648
C -6.966 0.484 6.847
C -8.645 -2.646 3.723
H -5.671 -1.145 6.240
H -6.726 -1.519 7.596
H -6.865 1.041 5.918
H -6.271 0.902 7.573
H -7.985 0.624 7.208
H -8.193 -3.604 3.960
H -8.764 -2.533 2.649
H -9.599 -2.522 4.225
O 4.113 -2.274 2.782
S 4.612 -1.627 1.606
O 5.354 -0.411 1.739
O 3.448 -1.447 0.571
C 2.233 -0.758 0.974
C 2.423 0.740 1.079
C 5.549 -2.765 0.648
H 1.862 -1.184 1.906
H 1.513 -0.990 0.198
H 3.104 1.007 1.888
H 1.459 1.209 1.269
H 2.836 1.136 0.152
H 4.976 -3.680 0.532
H 6.470 -2.953 1.194
H 5.761 -2.311 -0.315

Forces on the atoms, in the same order (eV/Å):
O 0.9 -0.1 0.1
N -0.7 0.1 0.1
O -0.2 0.0 0.0
C 0.3 0.0 -0.5
F -0.1 0.3 0.4
Cl -0.1 -0.3 0.2
O -0.2 0.2 0.0
S 0.5 -0.1 0.2
O -0.2 -0.1 -0.2
O 0.0 -0.1 0.0
C -0.3 -0.1 0.5
C 0.0 0.2 -0.4
C 0.0 0.1 0.0
H 0.0 0.1 -0.1
H 0.2 0.0 -0.1
H 0.0 0.0 0.0
H 0.0 0.0 0.0
H 0.0 -0.1 0.1
H 0.0 0.0 0.0
H 0.0 0.0 0.0
H 0.0 0.0 0.0
O -0.1 -0.5 0.1
S 0.0 0.4 -0.5
O 0.1 -0.1 0.3
O 0.0 0.2 0.1
C -0.2 -0.3 0.2
C 0.2 0.0 0.0
C 0.0 0.1 0.0
H 0.1 0.0 -0.1
H 0.0 0.1 -0.1
H 0.0 0.0 0.0
H -0.1 0.0 0.0
H -0.1 0.0 0.0
H 0.0 0.0 0.0
H 0.0 -0.1 0.0
H 0.0 0.0 0.0
O 0.3 0.1 -0.2
S -0.2 -0.3 0.2
O 0.0 0.2 -0.1
O -0.1 0.0 0.1
C 0.3 0.2 0.2
C -0.1 0.0 -0.2
C 0.0 -0.1 0.0
H 0.0 0.0 -0.1
H -0.1 -0.1 0.0
H 0.0 0.0 0.0
H 0.0 -0.1 0.0
H 0.0 0.0 0.1
H 0.0 0.0 0.0
H 0.0 0.0 0.0
H 0.0 0.0 0.0
O 0.0 0.0 0.3
S -0.2 -0.2 -0.6
O 0.2 0.2 0.2
O 0.0 0.1 0.0
C -0.4 0.2 0.0
C 0.3 0.0 0.1
C 0.1 0.0 0.0
H 0.2 -0.1 0.0
H 0.1 -0.2 -0.1
H 0.0 0.0 0.0
H -0.1 -0.1 -0.1
H -0.1 0.0 -0.1
H 0.0 0.0 0.0
H 0.0 0.0 0.0
H 0.0 0.0 0.0

***

Number 1: orbital gap 7.67 eV. Number 2: orbital gap 9.70 eV. Number 3: orbital gap 7.28 eV. Number 4: orbital gap 5.22 eV.